A 2-piece molecular cluster, C3H10S2 overall in a non-equilibrium geometry. Source: the OMol25 dataset; level of theory: wB97M-V/def2-TZVPD.

Geometry (Å):
C  0.47467  0.16167  -1.58326
S  1.38144  -1.05181  -0.54486
C  2.52893  0.03107  0.42938
H  -0.47912  0.57470  -1.10848
H  1.10946  1.16420  -1.71348
H  0.23159  -0.39785  -2.56677
H  3.07785  -0.48428  1.21894
H  2.02334  0.75626  1.04548
H  3.21348  0.50735  -0.20018
C  -1.95397  0.08326  1.11424
S  -2.57708  -0.32181  -0.59615
H  -0.87203  -0.22821  1.18840
H  -2.53979  -0.58775  1.86769
H  -2.29143  1.13098  1.40234
H  -3.32735  -1.33777  0.04670

Computed properties:
orbital gap	9.3	eV
LUMO	0.76	eV
E_HOMO	-8.58	eV
relative energy (zero: lowest compared OMol25 entry of this formula, charge and spin)	147.4	kJ/mol
SMILES	CSC.CS

***

C19H34N6O7Ti as an isolated structure in a non-equilibrium geometry. Source: the OMol25 dataset; level of theory: wB97M-V/def2-TZVPD.

Geometry (Å):
O  -0.76802  -1.43765  -5.72137
H  -1.15487  -1.50665  -6.60916
Ti  -0.77565  -0.04751  -2.63510
N  0.95708  -1.19389  -2.74165
N  -1.21432  -1.88792  -1.73110
N  0.31490  1.56486  -2.01661
N  -1.83238  0.76562  -1.06878
O  2.15335  -0.70858  -2.90538
O  1.63466  1.75137  -2.31377
O  -2.63334  0.13410  -0.18875
O  -2.15658  -2.20580  -0.88653
C  -0.50145  -2.92464  -2.26903
C  0.69775  -2.52811  -2.91531
C  -0.36057  2.55280  -1.39622
C  -1.56195  2.06894  -0.77820
C  1.54659  -3.40013  -3.76807
H  1.30935  -3.25463  -4.83368
H  1.35881  -4.45361  -3.53315
H  2.61338  -3.20102  -3.61757
C  -1.06184  -4.28563  -2.14152
H  -2.01543  -4.34326  -2.68642
H  -1.25168  -4.50993  -1.08446
H  -0.38579  -5.03833  -2.55529
C  0.17784  3.92084  -1.21091
C  -2.28791  2.79101  0.29264
H  0.88187  4.19411  -2.00403
H  0.67138  4.03656  -0.23455
H  -0.65701  4.63167  -1.23900
H  -3.17407  2.21317  0.57221
H  -2.60686  3.78434  -0.05573
H  -1.65586  2.91271  1.18923
H  1.96541  0.78854  -2.54786
H  -2.50789  -0.89716  -0.41760
C  -2.21948  -0.28831  -4.03556
H  -1.56549  -1.06677  -5.08884
H  -2.48074  0.60212  -4.62730
H  -3.12130  -0.83878  -3.73376
O  -0.00152  0.63100  -4.44425
H  -0.08020  -0.06632  -5.18261
H  0.83881  1.12834  -4.48968
C  1.91244  3.05705  5.50864
C  0.72343  2.12337  5.57930
N  0.83260  0.99727  4.63283
C  0.33086  -0.31185  5.10775
C  -0.94184  -0.80917  4.45567
C  0.81446  1.32175  3.29539
O  0.58595  2.47221  2.89684
C  1.14178  0.23126  2.31698
C  1.93242  -0.89988  2.58126
C  1.98626  -1.88958  1.60593
C  1.30523  -1.68642  0.39297
N  0.64964  -0.56658  0.09953
C  0.61516  0.38898  1.02802
H  2.83497  2.49973  5.69132
H  1.81029  3.81840  6.28627
H  1.95883  3.53516  4.52766
H  0.63280  1.68593  6.57938
H  -0.19325  2.68804  5.35210
H  1.12664  -1.05389  4.97299
H  0.18163  -0.20476  6.18803
H  -0.81426  -1.00458  3.38767
H  -1.22663  -1.74717  4.93909
H  -1.75474  -0.09241  4.60202
H  2.46464  -0.99971  3.52611
H  2.53261  -2.81960  1.74360
H  1.32204  -2.45282  -0.38238
H  0.14705  1.33179  0.73981

Computed properties:
orbital gap (alpha / beta)	5.7 / 5.2	eV
LUMO (alpha / beta)	-4.73 / -5.26	eV
charge	+1
E_HOMO (alpha / beta)	-10.46 / -10.47	eV
multiplicity	2

***

A 2-piece molecular cluster, C20H45BIO3P overall in a non-equilibrium geometry. Source: the OMol25 dataset; level of theory: wB97M-V/def2-TZVPD.

Geometry (Å):
C  5.05469  -1.01609  3.55216
C  3.99427  -1.47763  2.34407
C  2.90758  -0.24631  2.19677
C  1.80366  -0.44748  1.00229
C  0.56545  0.62312  1.34200
P  2.48361  -0.27237  -0.77379
C  1.16157  0.13097  -2.09591
C  0.65459  1.68857  -2.12097
C  -0.98510  1.65997  -2.44902
C  -1.88828  1.21188  -1.14356
C  -3.52216  1.23758  -1.46202
C  -4.26812  1.15766  0.02343
C  -5.66097  0.28122  -0.10215
O  -5.58962  -0.82926  0.88160
C  -5.51695  -2.13251  0.18250
B  4.00282  0.92705  -0.78621
O  5.25294  0.37023  -0.15791
C  4.00021  2.46195  -1.37875
C  5.21669  3.41869  -0.82715
C  3.17320  -2.03218  -1.24861
I  1.57385  -3.58194  -1.09681
C  3.64970  -2.09379  -2.85059
C  4.27023  -3.59686  -3.24159
H  5.04854  -1.74457  4.46874
H  4.72174  0.04567  3.95986
H  6.10133  -0.86281  3.05086
H  4.64752  -1.66866  1.39246
H  3.46515  -2.45345  2.76644
H  2.29151  -0.24153  3.21910
H  3.48861  0.77101  2.17438
H  1.32141  -1.52558  1.17336
H  -0.42917  0.12221  0.97650
H  0.76191  1.69674  0.91448
H  0.44554  0.76201  2.52001
H  0.21483  -0.55448  -2.03695
H  1.66380  -0.08095  -3.15706
H  0.91589  2.31684  -1.16939
H  1.14491  2.20899  -3.06467
H  -1.20411  0.83756  -3.28621
H  -1.38659  2.68012  -2.86043
H  -1.61844  1.84056  -0.16925
H  -1.65180  0.07493  -0.86802
H  -3.76213  2.26645  -1.96574
H  -3.75092  0.29709  -2.12009
H  -3.58434  0.57585  0.79387
H  -4.46535  2.21853  0.48348
H  -6.61193  0.91621  0.19950
H  -5.77736  -0.07448  -1.21291
H  -4.93681  -2.08213  -0.83425
H  -6.61644  -2.53225  0.05658
H  -4.96510  -2.89557  0.90282
H  5.99987  0.50332  -0.82877
H  2.98888  2.96889  -1.00000
H  3.94990  2.45428  -2.55162
H  5.67648  4.01677  -1.74612
H  6.09876  2.83499  -0.30467
H  4.78248  4.14778  0.00947
H  4.10380  -2.34226  -0.61040
H  4.46850  -1.27466  -3.03093
H  2.71912  -1.94056  -3.58193
H  5.07486  -3.40528  -4.08370
H  3.37419  -4.17633  -3.77549
H  4.68862  -4.16991  -2.30374
C  -7.84083  0.28391  4.13815
C  -7.57015  -0.29883  2.73975
O  -6.25883  -0.43301  2.62498
H  -7.37177  1.26697  4.27059
H  -8.91966  0.41455  4.28299
H  -7.48200  -0.37943  4.93531
H  -8.09137  0.37419  2.04125
H  -8.19691  -1.20214  2.67770

Computed properties:
orbital gap	1.4	eV
LUMO	-2.13	eV
E_HOMO	-3.54	eV

***

A 11-piece molecular cluster, C41H101N3O19 overall in a non-equilibrium geometry. Source: the OMol25 dataset; level of theory: wB97M-V/def2-TZVPD.

Geometry (Å):
C  15.32013  -7.63448  9.20145
N  16.38284  -6.90491  9.96480
C  17.51866  -6.55199  9.39828
C  18.43485  -5.77864  10.31599
O  17.77641  -6.78389  8.26335
H  15.72825  -8.35473  8.49239
H  14.71918  -6.94192  8.61210
H  14.60963  -8.23206  9.77257
H  16.14500  -6.77604  10.93790
H  19.15257  -5.29086  9.65640
H  18.84802  -6.41404  11.09936
H  17.87381  -4.93265  10.71303
C  7.03420  -5.93062  6.41611
N  7.61614  -7.23925  5.92060
C  8.35802  -7.40129  4.84449
C  8.98230  -8.69819  4.57863
O  8.45273  -6.51641  4.03756
H  6.85259  -5.40491  5.47869
H  7.79202  -5.39917  6.99176
H  6.15137  -6.06318  7.04152
H  7.49064  -8.09576  6.44093
H  9.31797  -8.67894  3.54178
H  8.25164  -9.49927  4.69049
H  9.82612  -8.74808  5.26680
C  16.54717  -6.96265  4.87531
N  17.12305  -7.86928  5.73941
C  17.07985  -9.18873  5.57195
C  17.83336  -10.07158  6.63860
O  16.56927  -9.73794  4.57620
H  16.54232  -5.98380  5.35482
H  15.46696  -7.09122  4.80658
H  16.91482  -6.86173  3.85416
H  17.58178  -7.54649  6.57934
H  17.39155  -9.72179  7.57163
H  18.91724  -9.97195  6.58042
H  17.56599  -11.11068  6.44654
C  3.48900  -8.33623  10.71057
O  4.83241  -7.77346  10.75595
C  5.91017  -8.51177  10.25076
C  5.84802  -8.71616  8.71274
O  7.06448  -9.10144  8.07147
C  7.34135  -10.50661  8.15957
H  3.47210  -9.36068  10.33867
H  2.83360  -7.64160  10.18516
H  2.97304  -8.31371  11.67045
H  6.12945  -9.37344  10.88128
H  6.70485  -7.79482  10.45710
H  5.55712  -7.78623  8.22415
H  5.14184  -9.54256  8.63226
H  8.16048  -10.74982  7.48283
H  6.59623  -11.20398  7.77674
H  7.55061  -10.71612  9.20858
C  12.26198  -5.20223  7.85212
O  12.23142  -5.99357  8.97129
C  10.92146  -6.31367  9.51743
C  10.33363  -5.15552  10.35734
O  11.04857  -4.93737  11.52139
C  10.55854  -3.89637  12.28514
H  11.84979  -5.61282  6.93037
H  13.32460  -5.09844  7.63265
H  11.90542  -4.18619  8.02130
H  10.96918  -7.24349  10.08422
H  10.37980  -6.57411  8.60810
H  9.26278  -5.33893  10.44528
H  10.32450  -4.23813  9.76877
H  11.25114  -3.05522  12.31446
H  10.66278  -4.13902  13.34267
H  9.73817  -3.26022  11.95286
C  14.59272  -17.92669  4.42201
O  14.86663  -16.51507  4.78744
C  14.44092  -15.69082  3.69789
C  14.80226  -14.26303  4.07994
O  14.09740  -13.62621  5.20512
C  14.07557  -14.27976  6.43806
H  14.99539  -18.60164  5.17726
H  15.00163  -18.24641  3.46354
H  13.54216  -18.09385  4.18436
H  13.37497  -15.57434  3.50221
H  14.94026  -15.96044  2.76726
H  14.66391  -13.65093  3.18871
H  15.86209  -14.16009  4.31292
H  13.24746  -14.98252  6.34615
H  14.05926  -13.56766  7.26314
H  14.99517  -14.82618  6.64749
C  12.05894  -14.30617  11.44503
O  12.83018  -13.09892  11.68512
C  14.20473  -13.28630  11.76752
C  14.90198  -13.58083  10.37349
O  14.76141  -12.50176  9.40134
C  15.68182  -11.40248  9.35525
H  12.18027  -15.08083  12.20218
H  12.39721  -14.79587  10.53186
H  11.05668  -13.89747  11.31641
H  14.46288  -14.06670  12.48337
H  14.76012  -12.45852  12.20845
H  14.58479  -14.49887  9.87883
H  15.96504  -13.79380  10.48597
H  16.64911  -11.46720  9.85351
H  15.20074  -10.52878  9.79491
H  15.86210  -11.16469  8.30690
C  10.30593  -10.68886  10.94283
O  9.93518  -9.84024  12.06258
C  10.49062  -10.19472  13.31177
C  10.22797  -11.63901  13.79512
O  8.86191  -11.67064  14.32656
C  8.65307  -11.56844  15.71243
H  9.55028  -11.47341  10.90305
H  11.28467  -11.16492  11.00213
H  9.99939  -10.14598  10.04873
H  10.05828  -9.48777  14.01986
H  11.57166  -10.05816  13.28356
H  11.01217  -12.04590  14.43353
H  10.22403  -12.31770  12.94220
H  9.41979  -12.15648  16.21685
H  7.59382  -11.80383  15.81573
H  8.73733  -10.51342  15.97309
C  12.99796  -9.66118  4.14878
O  12.16061  -9.40526  5.26459
C  12.74094  -9.64460  6.57737
C  11.68372  -9.79350  7.67459
O  10.84434  -10.89505  7.39851
C  11.40623  -12.18492  7.83876
H  13.61584  -10.55898  4.13232
H  13.51864  -8.70589  4.08232
H  12.29947  -9.83288  3.32979
H  13.36635  -8.77711  6.78819
H  13.34791  -10.54215  6.45875
H  11.04319  -8.93992  7.89645
H  12.12390  -9.70931  8.66820
H  12.34443  -12.32544  7.30199
H  10.74208  -12.99461  7.53641
H  11.59198  -12.27105  8.90936
C  8.54721  -14.72229  6.22813
O  8.08253  -15.24379  5.05236
C  8.65905  -14.64752  3.86446
C  10.11455  -15.06746  3.66535
O  11.01253  -14.32102  4.49012
C  11.17719  -12.85921  4.18116
H  8.03965  -15.07382  7.12641
H  8.77980  -13.65848  6.27617
H  9.53611  -15.17521  6.29918
H  8.58292  -13.56140  3.81299
H  8.13353  -15.00977  2.98088
H  10.40813  -15.14524  2.61852
H  10.40026  -16.00352  4.14520
H  11.46704  -12.78457  3.13306
H  12.00030  -12.43291  4.75462
H  10.22697  -12.33487  4.28242
C  11.80515  -10.21835  -0.52189
O  13.22907  -10.29184  -0.42430
C  13.83452  -9.59544  0.70038
C  14.83283  -10.32113  1.57989
O  16.01497  -10.76384  0.86437
C  16.78484  -11.61634  1.72193
H  11.41299  -11.00747  -1.16344
H  11.45323  -9.23752  -0.84161
H  11.28029  -10.34820  0.42456
H  13.11987  -9.05440  1.32057
H  14.21851  -8.75741  0.11871
H  14.35752  -11.22616  1.95817
H  15.11156  -9.74519  2.46233
H  17.65079  -12.08076  1.25019
H  16.20520  -12.49941  1.99080
H  17.11132  -11.06661  2.60472

Computed properties:
orbital gap	9.1	eV
LUMO	0.29	eV
E_HOMO	-8.76	eV
SMILES	CNC(C)=O.CNC(C)=O.CNC(C)=O.COCCOC.COCCOC.COCCOC.COCCOC.COCCOC.COCCOC.COCCOC.COCCOC